20
Properties=species:S:1:pos:R:3 method="wB97M-V/def2-TZVPD" e_tot_ha=-597.044726 charge=0 orbital_gap_ha=0.34074 e_above_lowest_kj_mol=85.54
C 2.309 -0.831 0.131
C 2.813 -0.187 -1.165
S 1.666 0.473 -2.387
C 0.235 1.150 -1.506
H 1.357 -0.407 0.446
H 3.004 -0.580 0.931
H 2.283 -1.904 -0.023
H 3.674 0.463 -0.971
H 3.310 -0.963 -1.759
H 0.165 2.196 -1.783
H -0.657 0.627 -1.848
H 0.289 0.915 -0.448
C -3.024 -0.664 1.034
C -1.987 0.348 1.549
H -3.687 -0.195 0.297
H -2.640 -1.549 0.537
H -3.757 -0.842 1.823
H -2.268 1.305 1.109
H -0.930 0.146 1.417
H -2.156 0.497 2.615

=====

29
Properties=species:S:1:pos:R:3 method="wB97M-V/def2-TZVPD" e_tot_ha=-7424.269296 s2=0.758 multiplicity=2 charge=+2 orbital_gap_ha="0.31637 / 0.24208" e_above_lowest_kj_mol=0.00
Sc -0.211 0.469 1.422
Cl -1.535 1.244 3.336
Ge -0.051 -0.329 4.450
Cl 1.663 0.645 3.147
Cl -0.370 -1.756 2.520
C 3.752 0.985 -0.155
As 2.062 0.068 -0.351
C 2.466 -1.779 0.156
C 1.688 -0.011 -2.244
H 4.545 0.331 -0.518
H 3.925 1.223 0.893
H 3.734 1.903 -0.738
H 3.256 -2.110 -0.520
H 1.595 -2.421 0.043
H 2.821 -1.806 1.184
H 2.578 -0.383 -2.753
H 1.445 0.982 -2.613
H 0.858 -0.691 -2.427
I 0.680 2.857 0.160
C -3.620 1.400 -0.823
S -2.657 -0.089 -1.026
C -3.757 -1.286 -0.287
O -1.527 0.067 0.036
H -4.489 1.315 -1.477
H -3.008 2.240 -1.148
H -3.929 1.513 0.215
H -4.627 -1.380 -0.939
H -4.053 -0.963 0.709
H -3.234 -2.240 -0.252